Record 1
The following is a quantum chemistry calculation of a gas-phase ion, C4H9N4 (charge +1), from the Open Molecules 2025 dataset.

- HOMO: -0.51442 hartree
- Lowest unoccupied orbital energy: -4.433 eV
- Total charge: +1
- SMILES string: CC1=NN=C[C@@]1(N)[NH3+]
- Calculated total energy: -10244.42224 eV
- Gap between HOMO and LUMO: 0.3515 Ha

CARTESIAN COORDINATES (ANGSTROEM)
C -0.385 -2.203 -0.075
C -0.993 -0.835 -0.130
N -2.144 -0.338 -0.247
N -2.166 1.031 -0.298
C -0.973 1.572 -0.115
C 0.124 0.599 -0.200
N 0.988 0.732 -1.224
N 0.983 0.648 1.219
H 0.512 -2.289 -0.641
H -1.211 -2.974 -0.319
H 0.057 -2.291 0.939
H -0.822 2.648 -0.204
H 1.274 1.635 -1.671
H 1.261 -0.006 -1.822
H 1.715 -0.073 1.208
H 0.349 0.580 2.104
H 1.433 1.565 1.475


Record 2
The following is a quantum chemistry calculation of 2 unconnected molecules or ions with the total composition C4H9N4, from the Open Molecules 2025 dataset.

- HOMO: -0.50567 hartree
- Lowest unoccupied orbital energy: -5.347 eV
- Total charge: +1
- Calculated total energy: -10241.61286 eV
- Gap between HOMO and LUMO: 0.3092 Ha

CARTESIAN COORDINATES (ANGSTROEM)
C -0.270 -0.517 -1.811
C -0.087 2.690 0.726
C -0.380 -1.235 -0.654
C -1.207 -2.431 -0.303
N 1.652 0.307 1.966
N 1.110 -0.247 1.108
N 0.290 -0.705 0.452
N 0.592 2.283 -0.238
H 0.189 0.483 -1.985
H -0.547 -1.141 -2.658
H -0.600 1.990 1.318
H -1.330 -2.747 0.714
H -0.960 -3.237 -0.945
H -2.284 -2.055 -0.502
H 2.543 -0.092 2.395
H 1.187 3.030 -0.774
H 0.102 3.625 1.190


Record 3
The following is a quantum chemistry calculation of a gas-phase ion, C4H9N4 (charge +1), from the Open Molecules 2025 dataset.

- HOMO: -0.51749 hartree
- Lowest unoccupied orbital energy: -4.373 eV
- Total charge: +1
- SMILES string: CCC1(C(N)=[NH2+])N=N1
- Calculated total energy: -10245.42333 eV
- Gap between HOMO and LUMO: 0.3568 Ha

CARTESIAN COORDINATES (ANGSTROEM)
C 0.745 1.883 0.731
C 0.088 1.259 -0.525
C 0.262 -0.195 -0.623
C -0.570 -1.176 -0.020
N -0.534 -2.392 -0.540
N -1.326 -0.756 0.931
N 1.249 -0.646 -1.659
N 1.894 -0.711 -0.663
H 1.659 1.301 0.932
H 0.000 1.856 1.589
H 1.048 2.962 0.532
H 0.421 1.784 -1.501
H -0.969 1.523 -0.393
H 0.073 -2.460 -1.385
H -1.118 -3.066 -0.305
H -0.988 0.111 1.352
H -1.935 -1.277 1.547


Record 4
The following is a quantum chemistry calculation of a gas-phase ion, C4H9N4 (charge +1), from the Open Molecules 2025 dataset.

- HOMO: -0.50796 hartree
- Lowest unoccupied orbital energy: -3.976 eV
- Total charge: +1
- SMILES string: CC1=NN([NH3+])CN=C1
- Calculated total energy: -10244.89643 eV
- Gap between HOMO and LUMO: 0.3618 Ha

CARTESIAN COORDINATES (ANGSTROEM)
C -2.391 -0.450 -0.969
C -1.146 0.003 -0.312
N -0.012 -0.285 -0.813
N 1.177 0.366 -0.194
N 2.273 -0.447 -0.646
C 1.099 0.619 1.249
N -0.216 0.847 1.726
C -1.229 0.671 0.996
H -2.885 0.427 -1.391
H -3.075 -0.892 -0.247
H -2.176 -1.156 -1.765
H 2.733 -0.998 0.110
H 2.986 0.145 -1.106
H 1.858 -1.093 -1.358
H 1.660 1.539 1.455
H 1.539 -0.201 1.848
H -2.195 0.904 1.416


Record 5
The following is a quantum chemistry calculation of a gas-phase ion, C4H9N4 (charge +1), from the Open Molecules 2025 dataset.

- HOMO: -0.46745 hartree
- Lowest unoccupied orbital energy: -4.166 eV
- Total charge: +1
- Calculated total energy: -10242.23237 eV
- Gap between HOMO and LUMO: 0.3144 Ha

CARTESIAN COORDINATES (ANGSTROEM)
C 0.605 -1.534 -0.703
C -1.976 -0.427 0.461
C -1.262 0.580 -0.053
C 2.362 -0.226 0.531
N 0.087 0.512 0.272
N 1.005 -0.553 -0.036
N -2.443 -1.613 0.378
N -1.847 1.796 -0.276
H 1.533 -2.124 -0.827
H 2.123 -0.106 1.575
H 2.912 -1.160 0.516
H 2.981 0.561 -0.026
H 0.653 1.373 0.254
H -2.162 -2.296 -0.417
H -2.996 -2.054 1.177
H -2.813 1.799 -0.668
H -1.264 2.627 -0.125


Record 6
The following is a quantum chemistry calculation of C4H9N5 in the gas phase, from the Open Molecules 2025 dataset.

- HOMO: -0.41071 hartree
- Lowest unoccupied orbital energy: 0.758 eV
- Total charge: 0
- SMILES string: CC(C)(C)n1nnnn1
- Calculated total energy: -11741.25384 eV
- Gap between HOMO and LUMO: 0.4385 Ha

CARTESIAN COORDINATES (ANGSTROEM)
C 0.852 0.589 1.316
C 0.321 0.040 -0.003
C 0.807 0.786 -1.300
C 0.728 -1.465 0.015
N -1.108 0.050 -0.091
N -1.884 1.094 -0.126
N -3.123 0.627 -0.029
N -3.061 -0.647 0.058
N -1.901 -1.093 -0.006
H 0.431 0.076 2.226
H 1.989 0.625 1.190
H 0.465 1.681 1.394
H 1.287 0.160 -2.088
H 0.002 1.256 -1.664
H 1.596 1.605 -1.048
H -0.107 -2.040 -0.343
H 1.637 -1.603 -0.645
H 1.069 -1.740 1.145


Record 7
The following is a quantum chemistry calculation of C4H9N5O2 in the gas phase, from the Open Molecules 2025 dataset.

- HOMO: -0.34268 hartree
- Lowest unoccupied orbital energy: 0.093 eV
- Total charge: 0
- SMILES string: [H]/N=C(N)/N=C(/N)NCC(=O)O
- Calculated total energy: -15834.69034 eV
- Gap between HOMO and LUMO: 0.3461 Ha

CARTESIAN COORDINATES (ANGSTROEM)
H 1.647 -2.018 0.570
N 1.063 -1.327 0.032
C 1.945 -0.529 -0.246
N 3.347 -0.833 -0.007
N 1.714 0.767 -0.436
C 0.375 0.919 -0.067
N -0.114 2.037 -0.631
N -0.486 0.335 0.767
C -1.881 0.504 0.604
C -2.782 -0.458 -0.353
O -4.045 -0.338 -0.468
O -2.125 -1.663 -0.510
H 3.271 -1.847 -0.524
H 3.682 -0.535 -1.107
H -0.526 2.551 0.305
H 0.740 2.932 -0.899
H -0.029 -0.608 1.025
H -2.402 1.489 0.515
H -2.228 0.098 1.628
H -1.166 -1.473 -0.198


Record 8
The following is a quantum chemistry calculation of C4H9N5P2 in the gas phase, from the Open Molecules 2025 dataset.

- HOMO (alpha / beta): -0.28273 / -0.27079 hartree
- Lowest unoccupied orbital energy (alpha / beta): -0.148 / -0.292 eV
- Total charge: 0
- Calculated total energy: -30314.20328 eV
- Gap between HOMO and LUMO (alpha / beta): 0.2773 / 0.2601 Ha

CARTESIAN COORDINATES (ANGSTROEM)
C -0.850 -2.119 -0.311
C 0.129 2.149 0.682
C 0.376 -2.133 -1.136
C 1.426 2.153 1.407
N -1.359 -0.626 -2.697
N 0.684 -0.088 0.989
N -1.725 -0.920 -0.484
N -0.096 0.726 0.378
N -1.410 0.164 0.262
P -0.049 -1.371 -2.914
P 2.071 0.434 1.622
H -1.534 -2.893 -0.793
H -0.551 -2.189 0.747
H -0.755 2.518 1.292
H 0.155 2.705 -0.151
H 1.287 -1.676 -0.915
H 0.750 -3.215 -1.456
H 2.171 2.762 0.917
H 1.357 2.735 2.500
H -2.077 0.886 0.060


Record 9
The following is a quantum chemistry calculation of a gas-phase ion, C4H9N6 (charge +1), from the Open Molecules 2025 dataset.

- HOMO: -0.48779 hartree
- Lowest unoccupied orbital energy: -4.611 eV
- Total charge: +1
- SMILES string: CN(C(N)=[NH2+])n1cnnc1
- Calculated total energy: -13224.82082 eV
- Gap between HOMO and LUMO: 0.3183 Ha

CARTESIAN COORDINATES (ANGSTROEM)
C 1.241 -1.140 0.839
N 0.209 -0.128 0.509
C -1.204 -0.674 0.254
N -1.670 -1.877 0.827
N -2.082 0.217 -0.228
N 0.577 0.882 -0.331
C 0.524 0.992 -1.719
N 1.198 2.045 -2.012
N 1.754 2.568 -0.919
C 1.432 1.907 0.106
H 1.446 -1.118 1.910
H 0.974 -2.139 0.341
H 2.120 -0.804 0.294
H -0.917 -2.518 1.138
H -2.620 -1.873 1.210
H -2.976 0.119 -0.029
H -1.784 1.015 -0.839
H -0.242 0.574 -2.359
H 2.020 1.954 1.006


Record 10
The following is a quantum chemistry calculation of C4H9N7 in the gas phase, from the Open Molecules 2025 dataset.

- HOMO: -0.32251 hartree
- Lowest unoccupied orbital energy: 0.756 eV
- Total charge: 0
- SMILES string: CC1(C)NN=N[C@]12N=NNN2
- Calculated total energy: -14719.40067 eV
- Gap between HOMO and LUMO: 0.3503 Ha

CARTESIAN COORDINATES (ANGSTROEM)
C -1.185 0.061 1.524
C -0.745 -0.166 0.078
C -1.274 1.006 -0.797
N -1.235 -1.455 -0.482
N -0.319 -2.342 -0.290
N 0.777 -1.901 0.153
C 0.752 -0.514 0.191
N 1.540 0.105 1.215
N 2.373 0.976 0.813
N 2.391 1.019 -0.522
N 1.646 0.107 -1.213
H -0.959 -0.848 2.099
H -2.265 0.159 1.390
H -0.576 0.881 1.827
H -2.402 0.956 -0.842
H -0.759 0.874 -1.811
H -1.074 2.009 -0.505
H -2.188 -1.629 -0.376
H 3.162 1.465 -0.949
H 2.339 -0.761 -1.502


Record 11
The following is a quantum chemistry calculation of C4H9N7 in the gas phase, from the Open Molecules 2025 dataset.

- HOMO (alpha / beta): -0.16064 / -0.31483 hartree
- Lowest unoccupied orbital energy (alpha / beta): 0.636 / -3.237 eV
- Total charge: 0
- Calculated total energy: -14714.79920 eV
- Gap between HOMO and LUMO (alpha / beta): 0.1840 / 0.1959 Ha
- Multiplicity: 3

CARTESIAN COORDINATES (ANGSTROEM)
C 0.275 -0.798 -0.472
C -0.518 0.413 0.036
C 1.803 -0.774 -0.430
C -0.288 -1.994 0.328
N -0.156 -0.887 -1.887
N -1.260 0.392 1.258
N -1.037 -0.081 -2.150
N -1.169 1.501 1.832
N -1.350 0.687 -1.068
N 0.307 2.042 0.188
N -0.336 2.308 1.376
H 2.291 -1.476 -1.135
H 2.137 -1.160 0.521
H 2.099 0.205 -0.667
H -1.356 -2.042 0.065
H -0.301 -1.669 1.319
H 0.284 -2.903 0.042
H -2.252 0.911 -1.036
H 1.274 2.080 0.262
H -0.446 3.246 1.616


Record 12
The following is a quantum chemistry calculation of 2 unconnected molecules or ions with the total composition C4H9NO, from the Open Molecules 2025 dataset.

- HOMO (alpha / beta): 0.03936 / -0.08553 hartree
- Lowest unoccupied orbital energy (alpha / beta): 3.106 / 2.987 eV
- Total charge: -1
- Calculated total energy: -7828.65337 eV
- Gap between HOMO and LUMO (alpha / beta): 0.0748 / 0.1953 Ha
- Multiplicity: 2

CARTESIAN COORDINATES (ANGSTROEM)
N 0.910 -2.569 -1.508
C -0.231 -1.882 -1.029
C -0.522 -0.574 -1.285
C -1.568 0.169 -0.620
C -2.254 1.266 -1.100
H 1.085 -3.474 -1.126
H 1.724 -2.015 -1.723
H -0.933 -2.461 -0.453
H 0.170 -0.041 -1.942
H -1.610 -0.031 0.459
H -2.643 1.977 -0.375
H -2.417 1.489 -2.146
H 2.533 1.957 4.388
H 2.245 3.343 4.942
O 2.626 2.892 4.174


- What is the calculated total energy in the eleventh record?
  -14714.79920 eV